A 15-piece molecular cluster, C26H18BrCl57NO2S overall in a non-equilibrium geometry. Source: the Open Molecules 2025 dataset; level of theory: ωB97M-V/def2-TZVPD.

The geometry in XYZ format:
```
106
Properties=species:S:1:pos:R:3
C -2.09321 2.92978 -0.95930
C -0.73226 3.40295 -0.24631
C 0.46502 2.33504 -0.30132
Br 1.55237 2.64605 1.37583
C 1.48637 2.53857 -1.50930
C 2.19268 1.29639 -2.16620
C 3.21825 1.49429 -3.31305
C 4.02246 0.32201 -4.05390
C 3.51367 0.30680 -5.60801
C 2.11261 -0.51177 -5.59032
C 1.60564 -0.59230 -7.11624
S 2.17726 -2.21555 -7.86841
O 1.39497 -2.42209 -9.13384
O 2.02178 -3.37009 -6.89719
Cl 4.20197 -2.09082 -8.40091
C 3.52481 2.95560 -3.78331
C 2.77167 4.11133 -3.08118
N 1.82869 3.84070 -2.01550
H -2.68777 2.27544 -0.23286
H -2.72248 3.88305 -1.14056
H -1.90303 2.45302 -1.97917
H -0.98332 3.54486 0.87482
H -0.47416 4.44317 -0.64105
H 0.04526 1.27948 -0.21209
H 2.00701 0.22128 -1.81822
H 5.16125 0.52797 -4.05146
H 3.81336 -0.69458 -3.57343
H 4.29002 -0.14106 -6.31304
H 3.26938 1.36151 -5.99399
H 2.34728 -1.53429 -5.12804
H 1.33689 0.08618 -4.96828
H 0.46145 -0.53364 -7.18229
H 2.10958 0.24133 -7.71789
H 4.27849 3.22976 -4.59369
H 2.96007 5.21523 -3.35308
H 1.37845 4.66123 -1.58026
C -2.06540 1.39881 -6.38956
Cl -0.62710 1.82791 -5.43350
Cl -3.49578 2.18509 -5.68988
Cl -1.84471 1.94603 -8.06597
Cl -2.28694 -0.36374 -6.36634
C 0.97122 -0.73774 4.27922
Cl 0.32082 -2.03407 5.30197
Cl 0.78260 0.82463 5.10494
Cl 2.69428 -1.03733 3.96557
Cl 0.08341 -0.70695 2.73903
C -0.32961 -4.87000 2.67514
Cl 0.56575 -3.98340 1.41967
Cl -1.73147 -3.90967 3.19078
Cl -0.88878 -6.42296 2.01883
Cl 0.73791 -5.15915 4.06606
C -6.73033 2.99677 -8.25029
Cl -7.36719 1.71575 -7.19631
Cl -6.91541 4.57125 -7.44723
Cl -5.00871 2.69574 -8.57280
Cl -7.62823 3.00447 -9.78204
C -4.85001 6.36885 0.27728
Cl -3.24070 5.84547 0.82401
Cl -5.09842 5.85510 -1.40598
Cl -6.09316 5.63437 1.31054
Cl -4.96298 8.13796 0.37966
C 0.06903 -7.86051 -1.54447
Cl 0.36620 -6.34182 -0.67204
Cl -1.10665 -7.57134 -2.84477
Cl 1.59213 -8.45145 -2.24274
Cl -0.57693 -9.07462 -0.41846
C -2.54073 -5.98222 -6.35407
Cl -2.23987 -4.46867 -5.47092
Cl -3.71499 -5.68629 -7.65357
Cl -1.01866 -6.57188 -7.05335
Cl -3.19010 -7.20036 -5.23480
C -5.19643 -3.46727 1.19907
Cl -6.65456 -4.40519 0.81415
Cl -5.20565 -1.95069 0.27173
Cl -5.17151 -3.09792 2.93736
Cl -3.75400 -4.41241 0.77371
C -1.05814 -2.33437 9.01818
Cl 0.11122 -3.36351 8.16267
Cl -2.70814 -2.79939 8.55207
Cl -0.85999 -2.54738 10.76901
Cl -0.77783 -0.62980 8.57706
C 1.08183 0.64503 12.73684
Cl 2.69076 0.11979 13.27663
Cl 0.82297 0.13209 11.05533
Cl -0.15971 -0.08725 13.77609
Cl 0.97153 2.41572 12.84000
C 5.65240 0.12218 16.28108
Cl 5.97921 -0.13300 18.00865
Cl 7.07554 0.85632 15.51121
Cl 5.30073 -1.43861 15.50850
Cl 4.25467 1.20298 16.09529
C 7.28767 -5.26915 15.35223
Cl 7.57518 -3.71996 16.17194
Cl 6.09046 -5.04021 14.05855
Cl 8.80965 -5.86134 14.65268
Cl 6.67358 -6.45466 16.52425
C -10.80092 4.64441 -11.81387
Cl -12.23449 5.50002 -12.42044
Cl -10.88112 2.93656 -12.29743
Cl -9.33630 5.38462 -12.49542
Cl -10.74993 4.75548 -10.04141
C 6.51999 4.84614 -1.40783
Cl 5.11115 4.12542 -2.23320
Cl 6.68298 4.13586 0.21171
Cl 7.98824 4.51724 -2.35120
Cl 6.28593 6.60140 -1.26577
```

The total energy is -30409.2568 Eh. As for the net charge: +1. Its HOMO-LUMO gap is 0.266 hartree. The spin multiplicity is 1. The calculation puts the highest occupied orbital energy at -11.889 eV.

Atomic partial charges in e from the Mulliken method, atoms 1 to 99: -0.7124 -0.5689 -0.1985 -0.0639 0.2918 -0.7814 1.1566 -0.8284 -0.4758 -0.1191 -0.4620 1.0689 -0.5330 -0.5261 -0.2149 -0.9497 -0.7324 0.1647 0.3115 0.0632 0.2475 0.3600 0.1740 0.4827 0.3651 0.3057 0.3784 0.2442 0.3461 0.4204 -0.1246 0.0723 0.4166 0.5678 0.5175 0.2701 0.2112 -0.0091 -0.0718 -0.0985 -0.0569 0.2538 0.0473 -0.1153 -0.1120 -0.0521 0.2235 -0.1198 0.0273 -0.0486 -0.0723 0.2741 -0.0962 -0.1075 -0.0243 -0.0371 0.3325 -0.0753 -0.0976 -0.0814 -0.0843 0.2160 -0.0024 0.0052 -0.1011 -0.1082 0.3303 -0.0436 -0.1034 -0.0767 -0.1027 0.2822 -0.0877 -0.0937 -0.0922 -0.0194 0.3363 -0.0909 -0.0964 -0.0678 -0.0912 0.2537 -0.0371 -0.0065 -0.1061 -0.1068 0.3243 -0.0967 -0.0972 -0.0382 -0.0829 0.3430 -0.0714 -0.1004 -0.0947 -0.0893 0.3294 -0.0993 -0.0858


C24H45IrNO3P2 as an isolated structure in a non-equilibrium geometry. Source: the Open Molecules 2025 dataset; level of theory: ωB97M-V/def2-TZVPD.

The geometry in XYZ format:
```
76
Properties=species:S:1:pos:R:3
Ir -0.48795 -0.37702 -0.11816
C -2.00061 1.55695 0.14894
C -2.32716 0.64034 -0.90852
C -2.19094 -0.56063 1.09342
C -1.99128 0.83918 1.37366
C -2.49094 -0.68089 -0.33352
C -1.81807 3.02855 -0.01287
H -1.43964 3.29202 -1.01119
H -1.12705 3.43088 0.74142
H -2.78229 3.54424 0.11684
C -1.79750 1.34764 2.75039
H -1.49164 2.39823 2.77537
H -1.02414 0.73736 3.24455
H -2.70991 1.24517 3.35676
C -2.34209 -1.64535 2.09406
H -3.39011 -1.74537 2.39597
H -1.74009 -1.44202 2.98574
H -2.01339 -2.59344 1.66160
C -3.19159 -1.81629 -0.98364
H -4.27937 -1.68914 -0.91938
H -2.93638 -2.75761 -0.49813
H -2.92456 -1.85959 -2.04118
C -2.63678 1.00064 -2.31318
H -3.61626 1.48775 -2.39609
H -2.65730 0.10966 -2.94153
H -1.88520 1.68469 -2.71713
C 1.56532 0.45183 -3.23262
C 0.53441 1.29049 -3.40472
C -0.10081 1.54342 -4.73768
C -0.98312 0.41556 -5.35494
C -1.06719 -0.89143 -4.60957
C -0.01492 -1.70479 -4.45338
C 1.33191 -1.40416 -5.05308
C 2.18952 -0.30228 -4.36787
H 0.67415 1.80484 -5.47707
H -0.62537 0.24408 -6.38382
H -0.73143 2.44040 -4.63979
H 2.50568 0.40456 -5.15239
H 2.04728 0.34560 -2.25717
H 0.17870 1.90943 -2.57587
H 3.11036 -0.77445 -3.99597
H 1.91511 -2.33759 -5.03745
H -0.10780 -2.66987 -3.94752
H 1.22240 -1.13138 -6.11498
H -2.00705 0.80867 -5.45346
H -2.06839 -1.19862 -4.29177
P 2.17121 1.80736 0.74738
C 1.58997 2.53989 2.28065
H 2.29826 3.31141 2.61084
H 1.51169 1.78946 3.08033
H 0.61266 3.01196 2.12278
C 3.89790 1.34423 0.99817
H 4.50764 2.18428 1.34683
H 4.33951 0.94213 0.07488
H 3.91463 0.55798 1.76503
C 1.93739 2.98030 -0.59542
H 2.20363 2.53914 -1.56341
H 2.54451 3.87349 -0.41979
H 0.88192 3.27619 -0.65387
P 0.71748 -2.29729 -0.17307
C -0.23089 -3.66552 -0.91576
H 0.43729 -4.47321 -1.24837
H -0.79444 -3.29541 -1.78244
H -0.94083 -4.07377 -0.18600
C 2.28949 -2.25077 -1.10088
H 2.10620 -2.19817 -2.18070
H 2.88960 -3.14708 -0.89499
H 2.86323 -1.36637 -0.79826
C 1.22827 -2.75837 1.51852
H 1.61123 -3.78694 1.54942
H 0.40027 -2.66480 2.23130
H 2.01257 -2.06243 1.84899
O 0.15850 -1.52826 4.46079
N 0.45738 -0.34242 4.22840
O 1.58311 0.12721 4.46479
O 1.50490 0.46689 0.37612
```

The total energy is -2008.2004 Eh. As for the net charge: +2. Its expectation value of S² is 8.7678. Its HOMO-LUMO gap (spin up / spin down) is 0.224 / 0.185 hartree. The spin multiplicity is 6. The calculation puts the highest occupied orbital energy (spin up / spin down) at -12.321 / -14.139 eV.

The Mulliken scheme yields these atomic charges, measured in e: 1.0084 0.0762 0.3664 0.1512 0.8342 0.9768 -1.8614 0.3680 0.3805 0.3688 -0.8012 0.4514 -0.1961 0.3461 -1.2366 0.3229 0.3116 0.2555 -1.1977 0.3032 0.3687 0.2869 -0.7592 0.3453 0.0184 -0.0114 0.1908 0.9451 -1.3844 -1.4088 -0.5180 -0.2449 -1.1090 -1.6233 0.4576 0.5193 0.4049 0.5309 0.1891 0.2336 0.3568 0.4309 0.5621 0.3807 0.3048 1.0127 0.9513 -0.7451 0.5354 0.0560 0.1143 -1.2697 0.4895 0.3602 0.3521 -0.9262 0.1692 0.5331 0.1728 1.2793 -1.2204 0.5009 0.1581 0.4162 -0.9314 0.0764 0.5880 0.1118 -1.2281 0.4914 0.2168 0.2940 -0.3328 0.6053 -0.3976 -1.1287


C8H7BeN3O4 as an isolated structure in a non-equilibrium geometry. Source: the Open Molecules 2025 dataset; level of theory: ωB97M-V/def2-TZVPD.

The geometry in XYZ format:
```
23
Properties=species:S:1:pos:R:3
O -4.77809 -2.03273 0.90118
C -3.93241 -1.83731 0.16324
Be -0.53285 -0.03307 -2.01056
C -1.78294 0.79977 -3.02128
C -0.60220 -1.91389 -2.09082
O -2.62324 1.31550 -3.63585
O -0.57724 -3.06806 -2.23774
C 3.04667 -1.02743 0.99481
N 1.76632 -0.28080 0.88729
C 1.56246 0.87355 1.60343
C 0.40018 1.58475 1.49218
C -0.52141 1.26054 0.47639
N -0.18115 0.26942 -0.38899
C 0.88010 -0.56951 -0.11007
O 1.02388 -1.57688 -0.87445
N -1.72169 1.85072 0.25320
H 3.02213 -1.90001 0.32977
H 3.22017 -1.37311 2.02822
H 3.89728 -0.38498 0.69813
H 2.38427 1.15944 2.26052
H 0.21705 2.44987 2.12945
H -2.03933 2.61607 0.83279
H -2.12796 1.81816 -0.68086
```

The total energy is -788.4576 Eh. As for the net charge: +2. Its HOMO-LUMO gap is 0.269 hartree. The spin multiplicity is 1. The calculation puts the highest occupied orbital energy at -17.321 eV.

The natural (NBO) scheme yields these atomic charges, measured in e: -0.4372 0.4428 1.5497 0.3735 0.3245 -0.2241 -0.3060 -0.4363 -0.3653 0.1959 -0.3692 0.5127 -0.9025 0.7929 -0.6186 -0.7075 0.2728 0.2553 0.2451 0.2725 0.2862 0.4475 0.3953


One molecule with the formula C6H10N2O in a non-equilibrium geometry. Source: the Open Molecules 2025 dataset; level of theory: ωB97M-V/def2-TZVPD.

The geometry in XYZ format:
```
19
Properties=species:S:1:pos:R:3
C -0.32128 1.98599 -0.20738
C -0.44228 0.72077 0.06964
C 0.75480 -0.10853 0.34366
C 1.90723 -0.05856 -0.35970
C 3.02318 -0.89193 0.14196
N -1.69490 0.05613 0.25633
N -2.90201 0.77666 0.23251
C -1.81204 -1.25778 -0.14338
O -2.89154 -1.81666 -0.28779
H 0.74629 2.37844 -0.37561
H -1.17772 2.59662 -0.40009
H 0.56026 -0.85025 1.17452
H 1.88891 0.66431 -1.21263
H 2.55556 -1.67727 0.82093
H 3.96956 -0.37247 0.56041
H 3.49989 -1.43382 -0.72203
H -3.43201 0.51727 -0.64216
H -3.43577 0.51163 1.02639
H -0.79612 -1.74055 -0.27557
```

The total energy is -419.2914 Eh. As for the net charge: 0. Its HOMO-LUMO gap is 0.352 hartree. The spin multiplicity is 1. The calculation puts the highest occupied orbital energy at -8.755 eV.

The natural (NBO) scheme yields these atomic charges, measured in e: -0.4226 0.1120 -0.2453 -0.1700 -0.6507 -0.2997 -0.6445 0.5140 -0.5997 0.2106 0.2250 0.2072 0.2194 0.2217 0.2310 0.2181 0.3676 0.3680 0.1381